Density functional theory data (ωB97M-V/def2-TZVPD) for 2 unconnected molecules or ions with the total composition C4H10F2P.

- highest occupied orbital energy (eV) = -14.52
- E_LUMO (eV) = -6.441
- frontier orbital gap (eV) = 8.08
- calculated total energy (hartree) = -699.1195

```
! wB97M-V def2-TZVPD RIJCOSX def2/J DEFGRID3
* xyz 1 1
P 0.06 0.26 -0.88
F -2.65 0.99 -2.25
F -0.45 -0.85 -1.95
C -2.19 0.04 1.07
C -0.86 -0.25 1.02
C 1.74 -0.34 -0.55
C 2.28 0.31 0.71
H -0.05 0.47 1.39
H -0.51 -1.31 1.04
H 2.39 -0.01 -1.36
H -2.41 0.89 1.58
H -3.48 0.63 -2.85
H 3.25 -0.15 0.71
H 2.19 1.45 0.53
H 2.06 -1.43 -0.51
H -2.96 -0.76 0.79
H 1.58 0.05 1.51
*
```